1.
A structure of composition C41H47BCl3HfN8O9P, computed with ωB97M-V/def2-TZVPD.

Kohn-Sham gap	0.273	Ha
LUMO	0.2	eV
relative energy (zero: lowest compared OMol25 entry of this formula, charge and spin)	11.15	kcal per mole
calculated total energy	-4500.71521	Ha

Structure (ORCA input):
```
! wB97M-V def2-TZVPD RIJCOSX def2/J DEFGRID3
* xyz 0 1
C 3.150 3.107 -1.540
C -1.680 3.091 -0.226
H -0.571 -2.913 -0.893
C -4.662 0.959 -0.121
H 2.597 -4.255 1.209
H 2.290 -5.400 -1.707
H -4.476 1.859 0.466
H -2.332 1.236 -2.367
H -0.886 -2.210 -2.475
C -2.668 2.602 3.371
H 3.253 -1.645 4.668
H -3.747 -3.181 3.051
H -5.151 0.224 0.508
C 4.216 1.508 5.558
C 3.381 -0.572 4.627
C 4.035 2.197 -0.738
C -4.464 1.761 -2.358
H 0.068 0.659 3.114
H -1.416 -2.744 1.555
H 4.393 -4.069 -2.104
H -3.432 -3.079 -3.415
C -1.343 -2.745 -1.643
H -1.608 1.338 4.766
H -4.144 -4.419 -2.506
C -3.515 -2.143 3.293
H 0.982 -4.753 -0.708
C 5.644 0.451 0.561
H 7.219 1.899 0.332
Hf 0.884 1.074 -0.502
C -3.755 -2.610 -1.337
H -4.314 -0.296 2.447
O 1.142 -1.649 -3.557
C -1.669 1.722 3.757
C 5.361 2.544 -0.528
H -6.264 2.034 -1.133
C 2.876 0.170 3.583
N -0.702 1.793 1.570
H 5.703 3.494 -0.911
H -2.335 3.806 -2.831
O 2.434 2.009 2.379
H -4.085 -1.878 4.183
N -0.602 2.692 -0.928
H 4.476 -0.414 6.464
Cl 1.272 -0.229 -3.387
Cl -2.092 4.891 -5.395
C -3.303 0.797 -2.140
P -2.301 -0.627 -0.154
C -3.865 -1.230 2.107
C -5.504 1.285 -1.351
C -0.880 4.297 -4.305
C -2.009 -1.970 3.483
C -0.716 1.348 2.826
H -6.006 0.383 -1.712
H 1.290 -4.069 -2.319
O -2.606 3.810 -0.593
O 0.084 0.285 -2.680
O 1.429 0.429 -4.632
C 1.407 3.830 -3.751
C 1.005 3.332 -2.523
O 3.644 4.091 -2.065
N 3.500 1.053 -0.316
B 1.894 0.894 1.697
N 1.857 2.702 -1.593
C -2.011 -4.041 -2.104
H -3.414 -0.104 -2.751
H -1.486 -4.497 -2.942
H -3.413 3.740 1.678
C -0.351 3.304 -2.183
C 2.759 -3.497 -0.828
O 2.179 -0.257 2.482
C 2.060 -2.242 -0.518
C -1.683 2.612 1.200
H 3.857 -0.717 0.674
H -1.541 -2.826 3.968
N -2.465 -1.970 -1.082
O -0.860 -0.220 -0.283
H -4.507 -1.872 -1.627
C 4.310 0.194 0.317
H 4.076 -3.333 0.900
H 3.814 3.321 4.433
C -1.512 -1.772 2.062
H -4.814 1.746 -3.389
H 3.902 -4.967 0.245
H 6.243 -0.280 1.085
H -1.797 -1.080 4.077
C 3.699 2.248 4.495
H -2.042 -4.766 -1.286
C 3.369 -4.043 0.468
H -3.419 2.933 4.077
C 4.061 0.128 5.625
C 0.463 4.313 -4.642
H -4.576 -1.726 1.443
N -3.400 0.451 -0.693
C 3.849 -3.157 -1.856
N 1.582 -1.232 -0.276
C 6.181 1.659 0.140
H -4.126 -3.142 -0.452
C -1.290 3.793 -3.079
Cl 0.998 4.920 -6.173
C -3.431 -3.598 -2.454
H 3.406 -2.746 -2.762
C 3.030 1.546 3.517
C -2.677 3.050 2.063
H 4.750 2.020 6.348
H -4.158 2.774 -2.104
N -2.576 -0.953 1.445
H 2.450 3.847 -4.024
C 1.757 -4.491 -1.428
H -0.551 -1.262 1.997
H 4.554 -2.428 -1.455
O 2.368 0.059 -2.480
*
```

Mulliken atomic charge list, values in e, 8 entries:
1 C -0.167
2 C -0.095
3 H -0.435
4 C -0.150
5 H 0.360
6 H 0.518
7 H 0.064
8 H -0.639



2.
A cluster of 2 separate species, C4H3NO in total in a non-equilibrium geometry, computed with ωB97M-V/def2-TZVPD.

Kohn-Sham gap (spin up / spin down)	0.305 / 0.305	Ha
LUMO (spin up / spin down)	-0.7 / -0.7	eV
relative energy (zero: lowest compared OMol25 entry of this formula, charge and spin)	116.57	kcal per mole
calculated total energy	-283.98734	Ha

Structure (ORCA input):
```
! wB97M-V def2-TZVPD RIJCOSX def2/J DEFGRID3
* xyz 0 1
C 0.309 -0.464 0.510
C -1.057 -0.921 0.569
N 1.137 3.101 1.052
H -1.636 -1.571 1.038
O -0.641 -0.514 -1.948
H 0.238 -0.234 -2.444
C 0.884 1.964 0.947
C -0.432 -0.636 -0.687
H 1.198 -0.723 0.962
*
```

natural (NBO) atomic charge list, values in e, 8 entries:
1 C -0.007
2 C -0.144
3 N -0.569
4 H 0.231
5 O -0.580
6 H 0.529
7 C -0.120
8 C 0.419



3.
A structure of composition C12H13I2NO6RuSSc in a non-equilibrium geometry, computed with ωB97M-V/def2-TZVPD.

Kohn-Sham gap (spin up / spin down)	0.206 / 0.179	Ha
LUMO (spin up / spin down)	-15.0 / -17.6	eV
relative energy (zero: lowest compared OMol25 entry of this formula, charge and spin)	0.00	kcal per mole
<S²>	8.778
calculated total energy	-2818.75592	Ha

Structure (ORCA input):
```
! wB97M-V def2-TZVPD RIJCOSX def2/J DEFGRID3
* xyz 4 6
H -2.541 3.690 2.579
I 3.125 -2.341 0.607
H -3.599 2.804 3.683
I -0.039 -3.401 1.738
C -0.124 -3.082 -1.881
H -0.892 -1.760 -4.193
C 4.076 1.199 0.527
H 1.476 -1.986 -3.827
C 1.445 -1.440 -2.875
O 2.135 0.087 3.129
C -1.605 1.944 3.439
C -1.545 0.767 2.529
C 0.067 -1.628 -2.263
H 0.647 -3.397 -1.169
H 1.649 -0.386 -3.071
H -2.014 -1.337 -2.863
H -0.683 2.543 3.349
C 2.689 1.408 -1.693
H -0.046 -3.698 -2.790
Ru 2.328 0.716 0.099
H 2.222 -1.835 -2.211
S -0.100 -0.481 -0.811
O -4.313 2.104 1.033
H -1.713 1.596 4.476
C -1.005 -1.188 -3.261
H -0.898 -0.123 -3.479
C 2.150 0.192 1.981
O 5.169 1.494 0.768
C 1.043 2.073 0.333
O 2.943 1.951 -2.682
N -2.521 0.727 1.603
Sc -1.731 -1.172 0.982
O 0.213 2.875 0.461
C -2.825 2.685 2.918
C -3.358 1.876 1.743
H -1.107 -3.261 -1.434
O -0.717 -0.213 2.525
*
```

natural (NBO) atomic charge list, values in e, 8 entries:
1 H 0.332
2 I 0.513
3 H 0.342
4 I 0.139
5 C -0.622
6 H 0.305
7 C 0.604
8 H 0.299



4.
A structure of composition C11H25CrN2O4P2 in a non-equilibrium geometry, computed with ωB97M-V/def2-TZVPD.

Kohn-Sham gap (spin up / spin down)	0.273 / 0.266	Ha
LUMO (spin up / spin down)	0.4 / 0.2	eV
<S²>	3.804
calculated total energy	-2571.66010	Ha

Structure (ORCA input):
```
! wB97M-V def2-TZVPD RIJCOSX def2/J DEFGRID3
* xyz 0 4
O 1.995 -0.941 1.629
H 0.656 -4.187 -0.708
O 0.913 -1.588 -3.871
O 1.417 0.801 -3.052
H 0.058 -1.895 -3.469
N 1.037 -0.148 1.746
C -0.315 3.291 1.697
H -2.876 2.913 -3.246
H 0.857 -1.797 -4.820
C 0.948 -3.137 -0.562
H 0.463 2.969 2.403
C -3.010 0.803 -3.788
H 2.318 1.014 -3.345
C -1.441 2.826 -0.960
H -3.601 0.972 -4.687
H -1.656 -2.825 -2.455
H -1.067 -3.101 1.806
C -1.590 -3.033 0.843
H -1.813 -4.038 0.464
C -2.609 1.883 -3.002
O 0.834 0.483 2.807
P -0.094 2.344 0.183
H 1.255 4.081 -0.835
C -1.823 -0.677 -2.278
H -1.289 3.036 2.131
H 1.231 -0.115 -3.446
H 1.509 -0.368 -1.052
H 1.536 2.453 -1.579
C -1.306 -1.948 -1.905
N -1.470 0.419 -1.501
H -0.255 4.375 1.521
C -2.621 -0.475 -3.428
H -2.914 -1.348 -4.009
H 1.483 -2.754 -1.439
H -2.516 -2.468 1.005
Cr -0.303 0.107 0.091
H -1.435 0.078 1.123
H 2.243 2.845 0.014
H -1.095 3.684 -1.556
H -2.290 3.145 -0.330
H 1.302 0.416 -0.877
P -0.527 -2.119 -0.310
C -1.850 1.666 -1.859
H 1.588 -3.026 0.324
C 1.378 3.007 -0.642
*
```

natural (NBO) atomic charge list, values in e, 8 entries:
1 O -0.471
2 H 0.231
3 O -0.970
4 O -1.014
5 H 0.517
6 N 0.316
7 C -0.943
8 H 0.216



Repeat the third record exactly.
A structure of composition C12H13I2NO6RuSSc in a non-equilibrium geometry, computed with ωB97M-V/def2-TZVPD.

Kohn-Sham gap (spin up / spin down)	0.206 / 0.179	Ha
LUMO (spin up / spin down)	-15.0 / -17.6	eV
relative energy (zero: lowest compared OMol25 entry of this formula, charge and spin)	0.00	kcal per mole
<S²>	8.778
calculated total energy	-2818.75592	Ha

Structure (ORCA input):
```
! wB97M-V def2-TZVPD RIJCOSX def2/J DEFGRID3
* xyz 4 6
H -2.541 3.690 2.579
I 3.125 -2.341 0.607
H -3.599 2.804 3.683
I -0.039 -3.401 1.738
C -0.124 -3.082 -1.881
H -0.892 -1.760 -4.193
C 4.076 1.199 0.527
H 1.476 -1.986 -3.827
C 1.445 -1.440 -2.875
O 2.135 0.087 3.129
C -1.605 1.944 3.439
C -1.545 0.767 2.529
C 0.067 -1.628 -2.263
H 0.647 -3.397 -1.169
H 1.649 -0.386 -3.071
H -2.014 -1.337 -2.863
H -0.683 2.543 3.349
C 2.689 1.408 -1.693
H -0.046 -3.698 -2.790
Ru 2.328 0.716 0.099
H 2.222 -1.835 -2.211
S -0.100 -0.481 -0.811
O -4.313 2.104 1.033
H -1.713 1.596 4.476
C -1.005 -1.188 -3.261
H -0.898 -0.123 -3.479
C 2.150 0.192 1.981
O 5.169 1.494 0.768
C 1.043 2.073 0.333
O 2.943 1.951 -2.682
N -2.521 0.727 1.603
Sc -1.731 -1.172 0.982
O 0.213 2.875 0.461
C -2.825 2.685 2.918
C -3.358 1.876 1.743
H -1.107 -3.261 -1.434
O -0.717 -0.213 2.525
*
```

natural (NBO) atomic charge list, values in e, 8 entries:
1 H 0.332
2 I 0.513
3 H 0.342
4 I 0.139
5 C -0.622
6 H 0.305
7 C 0.604
8 H 0.299